Density functional theory data (ωB97M-V/def2-TZVPD) for the molecule C3H2Cl2F2 at a distorted geometry.

Output
Charge = 0
HOMO = -10.74 eV
Structure (SMILES) = C=C(F)C(F)(Cl)Cl
2S+1 = 1
Energy above the lowest of the compared OMol25 structures with the same formula, charge and spin = 0.386 eV
Kohn-Sham gap = 11.47 eV

```
9
C3H2Cl2F2 | the Open Molecules 2025 dataset | ωB97M-V/def2-TZVPD
C -1.50 -0.02 -0.01
C -0.30 -0.27 0.45
F 0.08 -0.82 1.61
C 1.02 0.16 -0.28
F 0.72 0.56 -1.52
Cl 2.10 -1.20 -0.45
Cl 1.87 1.55 0.51
H -2.43 -0.38 0.60
H -1.55 0.41 -0.92
```